No. 1
ORCA calculation (ωB97M-V with the def2-TZVPD basis set) on 8 unconnected molecules or ions with the total composition C23H61NO8 at a distorted geometry.

LUMO ... 0.30 eV
SMILES ... CC1(C)CCCC(C)(C)N1O.CCO.CCO.CCO.CCO.CCO.CCO.CCO
Frontier orbital gap ... 9.033 eV
HOMO energy ... -8.73 eV
Energy above the lowest of the compared OMol25 structures with the same formula, charge and spin ... 303.3 kJ/mol

```
93
Properties=species:S:1:pos:R:3:forces:R:3:mulliken_charge:R:1
H 3.864965 1.683645 4.676217 -0.345 -0.071 -0.008 0.222
C 1.914057 4.016811 6.003933 -0.499 0.550 -0.275 -1.509
H 0.820360 -1.801658 -5.378234 -0.104 0.256 0.324 -0.020
H 2.242416 0.924083 2.815420 0.446 0.084 0.315 0.501
H 3.675905 -1.673311 0.449747 0.036 0.038 -0.030 0.203
H -5.149652 3.275973 -2.043351 -0.031 0.084 -0.484 0.431
C 2.103314 -4.056122 -2.053904 0.102 0.234 -0.523 -0.398
H -3.348215 -1.802916 -0.328630 -0.134 0.095 0.488 0.293
H 0.034292 -1.852078 -6.908133 -0.213 0.151 -0.048 0.350
H 1.071480 2.245828 7.825150 -0.135 -0.094 -0.339 0.437
H 4.356820 1.872785 6.318775 -0.249 -0.049 0.133 0.434
H -4.344478 2.045434 -1.183291 0.462 -0.132 -0.064 0.129
H 2.865551 2.656060 3.051525 0.424 -0.492 -0.093 0.296
O 0.782553 -4.096620 -2.547555 -0.244 -0.027 0.057 -0.509
H 2.699539 2.700340 8.140022 0.283 -0.178 -0.118 0.429
C 0.333021 -0.628471 -0.489178 0.728 -0.350 0.180 -0.439
O -2.929353 -5.114225 -4.417180 0.662 -0.204 0.061 -0.534
H 1.425888 5.688371 4.741754 0.043 0.034 -0.103 0.411
H 1.680522 2.235903 1.855331 -0.215 0.097 0.088 0.371
O 1.355702 0.432617 5.280405 0.661 0.261 -0.179 -0.465
H 4.627323 -0.457931 1.321789 -0.165 0.094 -0.069 0.239
C 4.379188 -0.846207 0.325927 0.097 0.210 -0.829 -0.087
H 0.867217 4.184091 2.816221 -0.304 -0.508 -0.198 0.314
H 2.907328 -2.972522 -3.761843 -0.052 -0.120 0.006 0.294
C 2.949107 -2.948378 -2.671239 -0.369 -0.201 -0.180 -0.485
H 0.937665 -0.263586 -2.562149 0.071 -0.321 0.060 0.414
H 0.825465 0.238889 -0.047093 -0.391 0.209 0.016 -0.045
C -2.656269 -5.174723 -3.002352 -1.016 0.556 -1.049 -0.230
H 2.261800 0.271198 4.960431 -0.177 -0.305 -0.025 0.394
H -2.670269 1.848308 -3.202707 -0.175 -0.168 0.180 -0.043
C -4.019556 -1.011726 -0.661420 0.040 -0.184 -0.765 -0.159
C 0.707768 3.841947 3.845677 0.326 0.644 -0.485 -1.368
H -3.363659 -4.123105 -1.261292 -0.130 -0.067 -0.024 0.323
O -1.232976 -2.176484 -5.367831 0.035 -0.010 -0.221 -0.545
C -0.104762 -1.493168 -5.884800 -0.283 -0.110 -0.066 -0.014
H 0.330675 -3.245928 -2.445489 0.079 0.076 -0.006 0.192
C -4.495833 2.414856 -2.203041 -0.493 -0.150 0.171 -0.199
H -1.580710 -1.366511 -2.158496 -0.379 -0.352 -0.261 -0.319
C -0.358282 1.692233 3.339302 -0.888 -0.294 0.649 -2.087
H -1.206546 1.769738 4.028713 0.210 0.130 0.195 0.491
H 3.509855 0.006409 -1.573038 0.245 -0.549 0.065 0.286
H -5.478354 -2.265758 -1.595201 -0.118 0.046 -0.017 0.230
H 2.908447 0.660317 -0.080272 0.151 0.187 0.038 -0.191
H 2.136224 -3.913137 -0.967342 -0.086 -0.336 0.089 0.212
C -0.347184 0.013456 -5.844314 0.965 -0.419 -0.273 -0.826
C -5.431100 -1.530598 -0.794825 -0.251 -0.288 0.366 -1.216
H -0.336044 4.104430 4.032192 0.111 0.013 0.646 0.481
H -3.990730 0.066148 -2.307576 0.054 -0.460 -0.171 0.176
H -0.670604 2.241399 2.450250 0.220 -0.126 -0.181 0.408
H -0.558671 -0.909327 0.071786 -0.126 0.305 -0.035 0.325
H 2.326829 1.028726 7.645527 0.118 0.015 -0.116 0.400
C 3.718328 2.319171 5.550157 1.049 -0.323 0.158 -1.530
H 3.988246 -3.074892 -2.367485 0.017 0.320 0.150 0.364
H 1.049169 -1.439686 -0.318246 -0.078 -0.131 -0.265 0.010
O -5.146344 1.373017 -2.966053 -0.012 0.429 0.140 -0.553
O 5.541478 -1.393156 -0.269090 0.221 -0.763 0.084 -0.554
H -0.280144 0.626825 3.118937 0.291 0.073 -0.134 0.336
H -6.161366 -0.737739 -0.964134 0.123 0.066 -0.230 0.315
H 0.544678 0.527792 -6.218462 -0.113 0.112 0.008 0.363
C 2.090962 2.078177 7.476324 0.140 0.143 0.652 -1.965
H 4.543767 1.064509 -0.620040 -0.082 0.089 -0.006 0.471
C 3.807180 0.258697 -0.555827 -0.315 0.474 0.671 -0.658
C 1.741098 4.652389 4.622697 -0.054 -0.960 0.601 -0.671
H 2.685278 4.638073 4.071324 0.030 0.130 0.033 0.313
H -4.502292 -4.033480 -2.585220 0.035 0.082 -0.329 0.347
C 0.041601 -0.432708 -1.962484 -0.381 0.249 -0.011 -0.363
H 2.536222 -1.987329 -2.353527 0.326 0.096 0.051 -0.238
H -1.188267 0.265397 -6.485321 -0.152 0.105 0.186 0.279
H -2.520889 3.362141 -2.368720 -0.273 -0.001 0.300 0.348
H -3.367061 3.273832 -3.878553 -0.469 -0.011 0.075 0.329
H -4.030038 -0.160856 0.026677 0.430 -0.011 0.027 0.384
H 2.641586 4.598074 6.573711 -0.016 -0.207 0.234 0.446
H -6.101158 1.445964 -2.875440 0.043 -0.067 0.053 0.279
H 0.926671 4.097233 6.469204 0.152 0.096 0.322 0.433
H -2.945247 -3.081615 -2.562505 -0.366 0.120 -0.507 0.238
H -3.881315 -5.118267 -4.534534 -0.084 -0.014 0.040 0.302
H 2.514333 -5.025131 -2.338150 0.138 -0.036 0.355 0.395
H 4.236974 3.249447 5.305411 -0.299 0.136 -0.085 0.338
H 6.044378 -0.729160 -0.743532 -0.109 0.261 0.068 0.320
N 1.220818 1.833046 5.255207 -0.730 0.973 0.043 0.054
H -0.578302 0.459934 -2.110741 0.058 0.042 0.105 0.223
H -1.584339 -5.047844 -2.867462 0.012 0.051 -0.106 0.062
C -3.439528 -4.024827 -2.354527 1.033 -0.865 1.386 -0.841
C -3.227917 2.748586 -2.932427 1.037 0.217 -0.313 -0.707
C 2.275156 2.527347 6.032129 -0.671 0.082 -0.176 1.879
H -2.929965 -6.179055 -2.668940 -0.117 0.141 0.454 0.307
O -0.687576 -1.551608 -2.488331 0.202 0.535 0.248 0.539
O -3.466735 -0.673765 -1.943895 -0.049 0.629 0.382 -0.439
H -5.735610 -2.012425 0.138477 0.035 -0.070 -0.030 0.384
H -0.496054 0.328839 -4.810856 -0.232 0.104 -0.032 0.068
C 0.912006 2.317822 3.903771 0.464 -0.235 -1.521 2.106
C 2.024112 1.992696 2.864258 -0.379 0.348 -0.088 -1.920
H -1.441921 -1.770969 -4.518099 0.151 -0.214 0.107 0.212
```
Positions in Å, forces in eV/Å.

No. 2
ORCA calculation (ωB97M-V with the def2-TZVPD basis set) on a molecular structure, C30H86ClN12O11P4Ti at a distorted geometry.

2S+1 ... 4
LUMO (spin up / spin down) ... 0.27 / 0.27 eV
Frontier orbital gap (spin up / spin down) ... 3.955 / 7.944 eV
HOMO energy (spin up / spin down) ... -3.68 / -7.68 eV

```
145
Properties=species:S:1:pos:R:3:forces:R:3:mulliken_charge:R:1
O -0.871567 7.415712 1.111407 0.786 1.697 0.299 -0.911
H -0.163836 1.346121 -5.553493 -0.130 0.467 -0.838 0.393
C -3.244809 -3.563032 2.865005 -1.601 -0.892 0.460 -0.992
C -3.319066 7.986869 -0.459596 -0.126 1.151 -0.121 -1.115
H -0.687068 0.354214 -4.179819 -0.760 -0.075 0.007 0.156
H -1.433437 3.873602 3.439589 0.387 1.483 -0.425 0.342
C 4.386282 -3.565605 -0.187296 0.825 0.636 1.841 -1.233
Ti -0.895104 -0.909966 -0.424345 -0.273 -0.255 -0.153 -0.014
N 1.158162 1.290843 -3.895299 -0.796 1.073 -1.754 0.392
N 5.760880 -3.858840 2.457662 2.088 -0.259 -0.540 0.194
C -5.042375 0.343502 1.530045 -1.613 -0.785 -0.178 -0.704
H 3.885684 -0.619253 4.157024 0.334 0.169 0.227 0.281
C -1.025754 4.776745 2.849586 -1.934 -1.210 1.544 -1.169
H 2.428238 -1.948655 -2.019185 0.377 -0.638 0.053 -0.594
H -5.023207 -1.440518 -2.205412 -0.016 0.319 0.545 0.125
C -5.261528 -4.464222 1.909005 -0.439 -0.346 2.227 -1.097
H 1.661270 -3.207696 1.980008 0.192 0.347 -0.062 0.614
H -4.006666 0.490110 1.451227 1.341 0.420 0.121 -0.194
C 2.752332 1.941174 -0.552248 -0.266 -0.732 -0.199 -0.675
H -6.555024 -2.201364 -1.852066 0.262 -0.375 0.246 0.344
H 6.687735 -3.645754 0.528222 0.159 0.097 0.666 0.310
C 0.078986 5.772749 -1.081287 0.944 0.030 -0.263 -1.063
H 7.046214 0.182063 2.661609 -0.293 -0.242 -0.005 0.370
O 0.621231 -2.753172 0.216179 0.293 1.183 -0.059 0.712
H -4.247551 8.421541 0.021273 1.065 -0.289 -0.114 0.241
H 2.086427 -0.975774 1.097561 1.262 0.912 -0.826 -0.844
H 6.973128 -4.175270 4.235166 -1.381 -0.358 -0.461 0.242
H -3.554431 7.965647 -1.521731 0.073 0.107 -0.277 0.377
H 7.450522 -1.322782 3.422881 0.233 -0.377 0.988 0.289
C -0.684935 0.141485 2.411239 -0.837 2.079 0.762 -0.095
O -3.002396 0.428197 -3.017133 -0.089 -0.607 -0.504 -0.712
H 6.226727 -5.647603 3.467938 -0.034 0.678 0.054 0.363
C -0.546033 -4.052982 -1.457979 -0.144 1.170 0.047 -0.674
H 4.478159 -4.486734 0.391018 0.059 0.158 0.027 0.527
H 3.452483 -3.598885 -0.670158 -1.361 0.296 -0.532 -0.195
O 3.626084 -2.848031 3.320011 -0.292 0.074 -0.646 -0.963
H -0.307591 2.598348 -3.427569 0.062 0.846 0.217 0.456
C -3.732067 5.566463 -0.845222 0.188 1.754 1.605 -1.251
H -3.992435 6.372265 2.204275 0.743 -0.895 0.974 0.275
H -2.331023 -2.060283 -3.382415 0.051 -0.008 0.138 0.102
H -5.523187 0.789509 0.668912 -0.047 0.532 -0.260 0.367
C 6.889093 -4.034926 1.540652 -1.784 -2.273 -1.600 -1.190
C 6.806646 -0.895382 2.681405 0.455 1.191 -0.098 -1.263
H 4.382001 -0.405188 -4.713754 0.443 -0.155 -0.074 0.315
C -3.237821 5.873410 2.889818 -0.448 -0.376 -1.070 -0.977
H 5.454108 -1.366583 -0.848661 0.018 0.225 0.321 0.340
H -0.230160 0.515431 3.353529 -0.101 -0.092 -0.360 0.348
H 3.377146 3.050975 -3.422648 0.472 0.004 0.397 0.252
H 7.813589 -3.699871 1.888114 1.504 0.917 0.819 0.389
H 4.086583 -2.011468 -2.872445 -0.684 -0.206 0.305 0.274
H 3.087481 -1.338339 -5.554959 0.252 0.041 0.282 0.318
H 5.225462 -0.356575 0.610508 0.329 -0.112 0.311 0.343
H -4.736061 5.923126 -1.052368 -0.059 0.034 -0.259 0.563
N -4.138549 -3.590334 1.695624 0.540 0.083 0.627 0.257
H -0.628193 5.539785 3.509696 0.293 -0.075 0.373 0.348
H -5.908855 -4.531674 1.053596 -0.256 0.080 -0.266 0.364
H -0.950945 -3.885181 0.706378 -0.523 -0.417 -0.226 -0.210
H 0.528409 -4.783207 0.270082 -0.325 -0.139 -0.255 0.259
N 2.785468 1.640487 -1.986647 1.081 -1.104 -0.183 0.563
O -2.953942 1.147796 -0.807519 -0.040 -0.083 0.363 -0.611
C 6.044549 -4.572775 3.697269 -1.075 -0.146 0.920 -1.020
H -0.020919 -2.727173 2.172545 0.228 0.213 -0.044 0.137
H -2.414093 8.631397 -0.337462 -0.965 -0.336 0.212 0.326
C 2.975013 -1.965631 -2.964857 -0.103 -0.445 -0.779 -0.409
H -3.616323 5.020346 3.454887 -0.559 0.091 -0.141 0.312
C 0.769319 2.669462 -3.619964 -0.262 0.106 0.502 -0.997
H -0.157681 3.161991 -0.293831 0.311 -0.274 -0.022 0.202
C 0.912718 -2.492610 1.622484 -1.501 -1.172 0.189 -0.802
C 3.315362 -0.518989 -4.855301 -0.838 0.082 -0.149 -1.453
C -5.668656 -1.756688 -1.371792 -0.279 -0.840 -0.176 -0.897
C 0.130178 0.648090 -4.813873 2.316 -0.973 2.219 -0.928
H 3.740120 1.782108 -0.113280 -0.007 -0.200 0.127 0.386
H -1.663625 3.600231 -1.178393 0.451 -0.078 0.096 0.117
H -5.848930 -4.107676 2.841413 0.468 -0.540 -1.361 0.250
O -3.079073 2.736460 -2.571655 0.343 -0.115 0.049 -0.736
N -0.756268 5.152516 -0.057449 0.609 0.785 -0.775 0.578
H 2.507372 2.977590 -0.377132 -0.260 0.503 -0.049 0.377
N -3.029719 6.648670 -0.041646 -0.717 -1.709 -0.614 0.488
H 0.361088 -3.719021 -2.006720 -0.457 -0.569 -0.172 0.057
H -3.883289 -3.526335 3.765643 0.142 0.095 -0.002 0.440
H -1.304512 -0.701747 2.650468 -0.286 -0.641 -0.070 -0.149
C -4.575985 -3.933151 -1.163770 0.062 0.633 0.706 -1.268
C -0.131190 -3.944159 -0.010420 0.319 0.299 1.105 -0.334
P -4.244952 -2.145323 0.859330 2.087 -0.983 0.305 -0.075
H -6.958303 -1.671227 2.718072 0.117 0.390 -0.626 0.260
N -5.317220 -1.089818 1.475388 -0.250 -0.226 0.378 0.220
H -3.844999 -4.402155 -0.549513 1.042 -0.339 0.112 0.338
H -7.351039 -0.685344 1.259714 -0.162 0.096 0.053 0.484
H 3.932154 -0.571654 -0.488227 -0.077 -1.029 0.498 -0.068
H -3.203281 5.293075 -1.726646 0.393 -0.017 -0.879 0.312
H -1.377404 0.966561 2.002987 1.146 -1.255 0.447 -0.154
N -2.134256 5.359092 2.079617 -0.179 -0.950 0.505 0.449
H -0.247633 4.322058 2.286188 0.536 0.162 -0.970 0.320
H -2.701227 -4.513677 2.964957 0.297 0.427 -0.278 0.288
H 2.649620 -2.832616 -3.635284 0.332 0.934 0.952 0.307
C 3.836370 2.253164 -2.802672 -0.990 -0.115 -1.357 -1.141
C 4.913700 -0.306796 3.935925 -1.441 1.677 0.825 -1.054
O -1.617947 -3.111737 -1.799154 1.220 -0.720 1.311 0.365
H 5.067079 -4.527366 4.277051 1.611 0.055 -0.144 0.275
H 1.330603 3.027441 -2.741133 -0.718 0.026 -0.358 0.249
P -1.666560 6.239202 0.799778 0.057 -0.281 -1.244 0.185
H 4.880090 0.775346 3.597165 0.023 -0.999 0.299 0.286
H -1.697530 3.474161 0.568484 0.337 -0.400 -0.351 0.182
O -4.960641 1.454761 -2.096753 0.885 -0.648 0.352 -0.745
H -0.648855 -2.531002 -3.490220 1.000 0.332 -0.422 0.081
H -0.099528 5.356401 -2.090067 -0.327 0.169 0.344 0.274
N -4.990610 -2.718598 -0.467186 -0.768 0.535 -1.925 0.508
H 0.980762 3.366922 -4.444660 -0.146 -0.410 -0.051 0.098
H 4.325246 1.584594 -3.572463 -0.487 0.308 1.196 0.168
H 5.156977 -3.553667 -0.950687 0.268 0.099 -0.123 0.545
H -4.181835 -3.672998 -2.143175 -0.051 -0.326 -0.091 0.370
H 7.013083 -5.158380 1.397690 -0.098 1.185 0.095 0.364
H -3.836014 4.700684 -0.238379 -0.026 -0.883 0.538 0.327
O -2.816363 -1.640027 0.882139 -1.174 0.417 -0.670 0.261
H -4.924009 -5.498764 2.184294 -0.082 0.790 -0.394 0.321
H -0.851685 -5.094379 -1.673331 0.163 0.483 -0.175 0.411
O 0.302739 -0.118339 1.458878 0.860 -0.318 -0.494 0.339
H -0.031747 6.866281 -1.093543 -0.149 -0.403 -0.042 0.401
H -6.987478 -2.388523 1.129210 0.199 -0.332 -0.413 0.421
P 4.757627 -2.559522 2.404289 -1.371 0.004 -0.106 0.526
C 1.335571 -1.053428 1.831023 -0.977 -0.794 0.232 0.221
H 0.643054 -0.254179 -5.163103 -0.530 0.176 -0.575 0.337
H 4.555448 2.651292 -2.131477 0.891 0.473 0.316 0.523
H -1.915344 -3.747069 -3.731016 0.091 -0.097 -0.139 0.306
C -6.718143 -1.482634 1.643350 0.116 0.332 1.114 -1.233
H -2.916665 6.590441 3.616422 0.400 0.732 0.467 0.325
H 1.164914 5.605415 -0.898060 -0.473 -0.074 0.123 0.247
H 7.180438 -1.286419 1.775107 0.079 -0.523 -1.364 0.439
C -1.054991 3.765367 -0.278902 -1.446 -0.038 0.577 -0.786
N 4.533225 -2.368114 0.727568 -0.131 -0.598 -0.208 1.110
H 2.906113 0.373346 -5.285001 0.095 0.590 -0.485 0.484
H -6.078892 -0.958353 -0.778189 0.324 0.662 -0.159 0.322
N 2.613862 -0.715441 -3.607133 0.927 -0.630 -0.082 0.770
C -1.611178 -2.854895 -3.174311 -1.252 -0.090 -0.391 -0.614
H 1.985313 1.307671 -0.055902 0.571 0.375 -0.348 -0.217
Cl -3.503001 1.431155 -2.121250 -0.879 0.998 -0.294 1.690
H 5.524255 -0.309997 4.863002 -0.220 -0.328 -0.419 0.298
H 1.758511 -0.916203 2.850877 -0.490 0.081 -0.590 0.297
C 4.779339 -1.123171 -0.007664 -0.059 0.234 -0.732 -0.956
H -5.499821 0.735712 2.430796 0.244 0.281 0.295 0.471
H -5.372521 -4.656422 -1.168393 -0.741 -0.143 -0.625 0.279
N 5.403384 -1.120753 2.894100 1.598 -0.448 -0.853 0.602
P 1.889564 0.461565 -2.714328 -1.587 -0.505 0.886 -0.890
H -2.667068 -2.667140 2.861694 0.828 0.185 -0.123 -0.007
O 1.043327 -0.221504 -1.689427 0.151 0.044 0.274 0.949
```
Positions in Å, forces in eV/Å.

For reference, total energy by record: -42707.227 -145696.743 eV.